(1)
Below is a cluster of 7 separate species, C30H57INO12 in total, with properties calculated with ωB97M-V/def2-TZVPD.

Output
**Highest occupied orbital energy**: -2.49 eV
**Molar mass**: 750.69 g/mol
**Gap between HOMO and LUMO**: 4.1775 eV

The geometry in ORCA input format:
```
! wB97M-V def2-TZVPD RIJCOSX def2/J DEFGRID3
* xyz -1 1
C -0.885 2.412 -1.600
C -0.303 1.378 -1.427
C 0.358 0.087 -1.280
C 0.257 -0.673 -2.621
I 0.025 -2.836 -2.080
N 1.484 -0.503 -3.356
C 1.331 0.550 -4.355
C 1.294 -0.036 -5.754
H -1.538 3.174 -1.937
H -0.213 -0.452 -0.530
H 1.397 0.237 -0.966
H 2.266 -0.300 -2.733
H 0.444 1.140 -4.152
H 2.169 1.250 -4.324
H 2.246 -0.464 -6.047
H 0.512 -0.787 -5.803
H 0.995 0.756 -6.445
O 3.406 0.967 -0.620
C 3.866 1.124 0.479
O 3.402 0.362 1.483
C 3.972 0.368 2.793
C 3.451 1.505 3.647
C 4.895 2.189 0.770
H 5.062 0.361 2.732
H 3.677 -0.585 3.231
H 3.707 2.476 3.220
H 3.864 1.450 4.647
H 2.366 1.459 3.716
H 4.387 3.144 0.878
H 5.574 2.241 -0.079
H 5.495 2.001 1.657
O 0.535 1.689 -13.023
C 0.845 1.174 -11.984
O 0.435 -0.079 -11.732
C 0.874 -0.832 -10.594
C 0.086 -0.503 -9.345
C 1.629 1.928 -10.931
H 1.948 -0.709 -10.449
H 0.714 -1.873 -10.868
H 0.204 0.540 -9.055
H 0.413 -1.126 -8.513
H -0.977 -0.671 -9.514
H 0.943 2.570 -10.382
H 2.365 2.545 -11.439
H 2.162 1.293 -10.228
O 3.936 6.196 -0.184
C 3.531 5.961 -1.294
O 2.645 4.979 -1.469
C 2.002 4.730 -2.730
C 2.855 3.893 -3.660
C 4.059 6.717 -2.494
H 1.697 5.676 -3.181
H 1.090 4.187 -2.485
H 3.797 4.388 -3.905
H 2.320 3.690 -4.587
H 3.105 2.944 -3.187
H 5.021 6.291 -2.776
H 4.202 7.755 -2.202
H 3.397 6.705 -3.355
O -5.371 -5.612 3.151
C -4.423 -5.051 2.660
O -4.545 -3.769 2.313
C -3.436 -2.968 1.861
C -3.141 -3.159 0.392
C -3.134 -5.787 2.373
H -2.561 -3.150 2.486
H -3.743 -1.940 2.045
H -2.853 -4.185 0.164
H -2.330 -2.506 0.077
H -4.025 -2.933 -0.205
H -3.254 -6.347 1.447
H -2.955 -6.483 3.189
H -2.262 -5.145 2.289
O 2.957 2.511 6.422
C 3.518 2.721 7.459
O 3.974 1.671 8.173
C 4.779 1.810 9.343
C 3.945 2.068 10.581
C 3.665 4.122 8.010
H 5.546 2.573 9.193
H 5.299 0.859 9.442
H 3.389 3.002 10.507
H 4.581 2.116 11.466
H 3.218 1.268 10.715
H 2.728 4.407 8.484
H 3.860 4.791 7.176
H 4.478 4.241 8.723
O -8.959 -8.653 4.233
C -9.009 -7.462 4.363
O -9.941 -6.951 5.202
C -9.996 -5.568 5.545
C -10.728 -4.748 4.502
C -8.118 -6.526 3.581
H -8.995 -5.182 5.745
H -10.540 -5.532 6.488
H -10.223 -4.782 3.538
H -10.799 -3.706 4.816
H -11.734 -5.141 4.356
H -8.536 -6.406 2.582
H -7.136 -6.971 3.504
H -7.987 -5.548 4.033
*
```



(2)
Below is a structure of composition C24H60Br6N4O4 at a distorted geometry, with properties calculated with ωB97M-V/def2-TZVPD.

Output
**Highest occupied orbital energy**: -8.95 eV
**Molar mass**: 948.19 g/mol
**Energy above the lowest of the compared OMol25 structures with the same formula, charge and spin**: 14.9 kcal per mole
**Gap between HOMO and LUMO**: 8.6758 eV

The geometry in ORCA input format:
```
! wB97M-V def2-TZVPD RIJCOSX def2/J DEFGRID3
* xyz 0 1
C 3.666 -2.424 3.888
Br 5.497 -3.017 3.476
Br 2.357 -3.207 2.650
Br 3.480 -0.501 3.766
H 3.408 -2.717 4.895
C 3.449 0.882 -1.428
Br 4.237 0.616 -3.234
Br 3.511 2.802 -0.939
Br 4.321 -0.180 -0.123
H 2.453 0.471 -1.527
C 0.467 -0.418 0.575
C -0.683 0.502 1.050
C -0.298 1.773 1.801
C 0.049 1.557 3.321
C -1.151 1.025 4.120
C -2.037 2.194 4.683
H 0.995 -0.919 1.387
H 1.223 0.133 0.014
H -0.050 -1.170 -0.017
H -1.190 0.912 0.172
H -1.364 -0.118 1.637
H -1.138 2.464 1.784
H 0.633 2.111 1.338
H 0.893 0.876 3.446
H 0.352 2.535 3.694
H -1.841 0.406 3.546
H -0.801 0.347 4.900
H -1.589 3.183 4.718
H -2.959 2.163 4.107
H -2.284 1.925 5.713
C 1.550 -2.568 -3.405
C 0.474 -3.269 -2.578
C -0.113 -4.496 -3.258
O -1.000 -5.171 -2.362
C -1.591 -6.300 -2.942
N 1.072 -3.621 -1.306
H 2.050 -1.810 -2.802
H 1.149 -2.082 -4.296
H 2.346 -3.248 -3.726
H -0.264 -2.479 -2.396
H 0.702 -5.210 -3.446
H -0.565 -4.310 -4.238
H -2.304 -6.037 -3.734
H -2.218 -6.796 -2.200
H -0.848 -6.999 -3.337
H 1.948 -4.117 -1.457
H 0.510 -4.325 -0.830
C -0.034 1.796 -2.750
C 0.503 0.955 -3.908
C -0.660 0.352 -4.688
O -0.755 -1.076 -4.593
C -1.630 -1.706 -5.490
N 1.301 1.869 -4.763
H 0.709 2.233 -2.082
H -0.700 1.170 -2.147
H -0.613 2.636 -3.137
H 1.163 0.208 -3.450
H -0.691 0.752 -5.706
H -1.614 0.582 -4.191
H -2.532 -1.088 -5.602
H -2.030 -2.614 -5.038
H -1.161 -1.923 -6.450
H 1.573 1.342 -5.597
H 2.206 1.878 -4.282
C 1.096 7.849 2.433
C 2.600 7.624 2.305
C 3.028 6.206 2.118
O 2.608 5.348 3.168
C 2.191 4.069 2.706
N 3.127 8.418 1.203
H 0.645 7.268 3.235
H 0.611 7.629 1.478
H 0.916 8.908 2.635
H 2.982 7.996 3.269
H 4.119 6.220 1.998
H 2.633 5.781 1.187
H 1.401 4.203 1.962
H 1.809 3.599 3.609
H 3.018 3.491 2.286
H 4.009 8.065 0.869
H 3.072 9.416 1.290
C -3.849 -2.619 -0.364
C -2.854 -3.169 0.664
C -3.484 -4.118 1.658
O -4.297 -3.328 2.543
C -5.012 -4.175 3.415
N -1.596 -3.728 0.090
H -3.328 -1.906 -1.005
H -4.629 -2.070 0.168
H -4.345 -3.388 -0.960
H -2.466 -2.358 1.293
H -2.733 -4.575 2.306
H -4.039 -4.911 1.140
H -5.869 -4.570 2.857
H -5.301 -3.652 4.326
H -4.559 -5.091 3.821
H -0.989 -2.987 -0.229
H -2.050 -4.173 -0.704
*
```



(3)
Below is a structure of composition C13H17ClHgO at a distorted geometry, with properties calculated with ωB97M-V/def2-TZVPD.

Output
**Highest occupied orbital energy**: -0.30 eV
**Molar mass**: 425.32 g/mol
**Gap between HOMO and LUMO**: 5.4245 eV

The geometry in ORCA input format:
```
! wB97M-V def2-TZVPD RIJCOSX def2/J DEFGRID3
* xyz -2 1
C 1.836 -2.544 2.252
C 1.920 -2.358 0.812
C 0.561 -2.476 0.305
H 2.827 -2.367 0.193
C -0.303 -2.640 1.412
C 0.483 -2.673 2.603
H 0.090 -2.821 3.604
H 2.699 -2.581 2.914
H 0.299 -2.500 -0.752
H -1.376 -2.782 1.365
Hg 1.552 -0.018 0.689
Cl 2.470 0.914 2.774
C 1.101 2.362 -3.168
C -0.130 1.722 -3.512
C 0.182 0.492 -4.169
H -1.123 2.100 -3.307
C 1.603 0.372 -4.230
C 2.172 1.527 -3.612
H 3.229 1.734 -3.501
H 1.202 3.311 -2.658
H -0.536 -0.222 -4.555
H 2.153 -0.452 -4.671
C -1.632 0.633 2.856
C -1.760 0.740 1.350
C -2.801 1.793 0.967
O -0.605 0.964 0.633
H -1.199 1.534 3.291
H -0.954 -0.171 3.131
H -2.605 0.469 3.330
H -2.206 -0.225 1.043
H -2.478 2.779 1.312
H -2.905 1.832 -0.118
H -3.766 1.552 1.418
*
```



(4)
Below is a structure of composition C3H4O3, with properties calculated with ωB97M-V/def2-TZVPD.

Output
**Highest occupied orbital energy**: -8.76 eV
**Molar mass**: 88.06 g/mol
**Energy above the lowest of the compared OMol25 structures with the same formula, charge and spin**: 104.1 kcal per mole
**Gap between HOMO and LUMO**: 8.7958 eV

The geometry in ORCA input format:
```
! wB97M-V def2-TZVPD RIJCOSX def2/J DEFGRID3
* xyz 0 1
O -1.265 -1.012 -0.076
C -0.139 0.022 -0.653
C 0.032 1.287 0.165
O 1.426 0.905 0.391
C 1.109 -0.377 -0.012
O 1.680 -1.412 0.231
H -0.773 -1.804 0.241
H -1.513 -1.179 -0.999
H -0.520 1.348 1.108
H -0.036 2.223 -0.396
*
```



(5)
Below is the ion C4H12N2 with charge -1 at a distorted geometry, with properties calculated with ωB97M-V/def2-TZVPD.

Output
**Highest occupied orbital energy (spin up / spin down)**: 1.42 / -5.05 eV
**Molar mass**: 88.15 g/mol
**Energy above the lowest of the compared OMol25 structures with the same formula, charge and spin**: 7.3 kcal per mole
**⟨S²⟩**: 0.750
**Gap between HOMO and LUMO (spin up / spin down)**: 2.8121 / 9.2465 eV

The geometry in ORCA input format:
```
! wB97M-V def2-TZVPD RIJCOSX def2/J DEFGRID3
* xyz -1 2
N 1.491 -0.785 -0.998
C 0.847 -0.720 0.332
C 0.556 -2.162 0.793
C -0.447 0.090 0.255
N -0.268 1.316 -0.497
C -1.483 2.104 -0.491
H 2.370 -0.281 -1.013
H 0.892 -0.316 -1.668
H 1.527 -0.316 1.071
H 0.341 -2.269 1.854
H 1.446 -2.724 0.516
H -0.231 -2.602 0.179
H -0.778 0.324 1.287
H -1.239 -0.508 -0.192
H 0.419 1.872 0.026
H -2.305 1.565 -0.966
H -1.809 2.361 0.530
H -1.329 3.053 -1.016
*
```



(6)
Below is a cluster of 12 separate species, C34H52Cl23NOS in total at a distorted geometry, with properties calculated with ωB97M-V/def2-TZVPD.

Output
**Highest occupied orbital energy**: -7.66 eV
**SMILES string**: Oc1ccc2c(c1)Nc1cc(Cl)ccc1S2.ClCCCl.ClCCCl.ClCCCl.ClCCCl.ClCCCl.ClCCCl.ClCCCl.ClCCCl.ClCCCl.ClCCCl.ClCCCl
**Molar mass**: 1338.28 g/mol
**Gap between HOMO and LUMO**: 7.8824 eV

The geometry in ORCA input format:
```
! wB97M-V def2-TZVPD RIJCOSX def2/J DEFGRID3
* xyz 0 1
O 1.164 -7.954 -0.794
C 2.056 -7.624 0.292
C 3.610 -7.674 0.106
C 4.589 -7.294 1.275
C 3.935 -6.867 2.610
C 2.371 -6.822 2.797
C 1.377 -7.214 1.642
N 1.759 -6.420 4.076
C 2.300 -5.139 4.605
C 1.420 -3.894 5.086
C 2.082 -2.577 5.631
Cl 1.050 -1.131 6.146
C 3.627 -2.412 5.776
C 4.503 -3.620 5.300
C 3.859 -4.904 4.731
S 4.904 -6.328 4.116
H 0.863 -7.058 -1.105
H 4.045 -7.963 -0.908
H 5.724 -7.306 1.132
H 0.253 -7.187 1.818
H 0.731 -6.445 4.050
H 0.275 -3.905 5.022
H 4.143 -1.478 6.171
H 5.643 -3.562 5.372
Cl -1.063 3.582 2.131
C -0.605 2.572 3.526
C -0.753 1.092 3.234
Cl -2.459 0.608 3.063
H -1.214 2.876 4.380
H 0.438 2.801 3.754
H -0.341 0.508 4.060
H -0.228 0.808 2.320
Cl 2.423 6.688 0.451
C 0.993 6.745 1.513
C 0.063 7.886 1.156
Cl 0.780 9.475 1.528
H 1.340 6.817 2.545
H 0.473 5.792 1.395
H -0.858 7.811 1.736
H -0.200 7.874 0.096
Cl 0.507 -4.781 -1.866
C 0.247 -4.058 -3.474
C -0.607 -4.938 -4.365
Cl 0.238 -6.432 -4.843
H 1.224 -3.862 -3.920
H -0.252 -3.100 -3.313
H -0.852 -4.405 -5.287
H -1.541 -5.218 -3.876
Cl -0.704 -6.220 5.904
C -2.137 -6.178 6.964
C -3.073 -5.039 6.612
Cl -2.369 -3.449 6.997
H -1.792 -6.111 7.999
H -2.652 -7.133 6.837
H -3.995 -5.125 7.191
H -3.335 -5.046 5.552
Cl -3.765 -3.366 -2.930
C -4.027 -2.642 -4.537
C -4.884 -3.520 -5.428
Cl -4.042 -5.015 -5.907
H -3.051 -2.449 -4.985
H -4.524 -1.684 -4.375
H -5.129 -2.987 -6.348
H -5.818 -3.800 -4.938
Cl 5.813 9.538 -1.612
C 4.381 9.588 -0.553
C 3.443 10.724 -0.912
Cl 4.146 12.319 -0.541
H 4.725 9.663 0.480
H 3.866 8.634 -0.671
H 2.523 10.641 -0.332
H 3.181 10.708 -1.972
Cl -7.203 -1.415 -10.703
C -7.223 -2.843 -9.639
C -8.070 -2.623 -8.402
Cl -7.344 -1.433 -7.292
H -6.191 -3.087 -9.380
H -7.631 -3.669 -10.225
H -8.164 -3.558 -7.846
H -9.074 -2.278 -8.658
Cl -1.213 -3.136 -11.294
C -1.231 -4.563 -10.228
C -2.079 -4.343 -8.991
Cl -1.354 -3.151 -7.883
H -0.199 -4.806 -9.969
H -1.639 -5.390 -10.813
H -2.172 -5.277 -8.434
H -3.083 -3.999 -9.248
Cl 10.999 11.192 -3.231
C 9.567 11.241 -2.173
C 8.629 12.377 -2.532
Cl 9.331 13.972 -2.159
H 9.911 11.316 -1.140
H 9.053 10.285 -2.291
H 7.707 12.295 -1.952
H 8.366 12.362 -3.591
Cl -0.193 11.018 -2.479
C -0.896 12.562 -1.936
C -1.111 12.596 -0.436
Cl -2.400 11.482 0.085
H -1.830 12.720 -2.479
H -0.196 13.348 -2.227
H -1.417 13.598 -0.128
H -0.200 12.336 0.106
Cl -2.874 -5.603 9.887
C -3.378 -6.635 11.250
C -4.620 -7.442 10.927
Cl -6.068 -6.416 10.777
H -3.530 -5.995 12.121
H -2.545 -7.307 11.462
H -4.818 -8.153 11.731
H -4.505 -8.002 9.997
*
```



(7)
Below is a structure of composition C2H4AlO3 at a distorted geometry, with properties calculated with ωB97M-V/def2-TZVPD.

Output
**Highest occupied orbital energy (spin up / spin down)**: -12.19 / -13.33 eV
**Molar mass**: 103.03 g/mol
**Gap between HOMO and LUMO (spin up / spin down)**: 5.4237 / 6.8076 eV

The geometry in ORCA input format:
```
! wB97M-V def2-TZVPD RIJCOSX def2/J DEFGRID3
* xyz 1 1
O -0.128 1.225 -0.897
C -1.024 0.982 -0.017
C -1.314 -0.524 0.028
O -0.321 -1.357 -0.465
H 2.271 0.679 0.870
H -2.278 -0.637 -0.520
H -1.565 -0.719 1.097
Al 0.937 -0.293 -0.901
O 2.342 -0.041 0.125
H 3.028 -0.693 0.298
*
```



(8)
Below is a structure of composition C39H44CdF4N5OP, with properties calculated with ωB97M-V/def2-TZVPD.

Output
**Highest occupied orbital energy**: -1.74 eV
**Molar mass**: 818.19 g/mol
**Gap between HOMO and LUMO**: 6.1350 eV

The geometry in ORCA input format:
```
! wB97M-V def2-TZVPD RIJCOSX def2/J DEFGRID3
* xyz -2 1
Cd -1.392 0.528 0.675
C -0.139 -4.340 1.740
C -1.457 -3.758 2.263
N -2.207 -3.042 1.277
C -2.844 -3.754 0.214
C -1.935 -4.024 -0.980
C -2.035 -5.184 -1.747
C -1.188 -5.338 -2.832
C -0.246 -4.355 -3.100
C -0.207 -3.239 -2.271
C 0.816 -2.117 -2.410
N 1.349 -1.711 -1.159
C 2.313 -2.504 -0.468
C 1.754 -3.733 0.265
N 0.682 -3.358 1.122
N -1.055 -3.077 -1.264
H 0.340 -4.866 2.593
H -0.355 -5.124 0.996
H -2.024 -4.601 2.708
H -1.237 -3.055 3.071
H -2.690 -2.223 1.603
H -3.265 -4.719 0.553
H -3.679 -3.150 -0.155
H -2.760 -5.947 -1.486
H -1.244 -6.228 -3.450
H 0.462 -4.457 -3.915
H 1.605 -2.437 -3.115
H 0.305 -1.263 -2.867
H 1.164 -0.791 -0.774
H 3.120 -2.842 -1.143
H 2.780 -1.861 0.285
H 1.391 -4.479 -0.461
H 2.605 -4.215 0.791
H 0.655 -2.407 1.457
N 0.798 0.455 0.834
P 1.826 1.515 0.483
C 2.150 2.769 1.791
C 1.089 2.987 2.666
C 1.200 3.919 3.688
C 2.379 4.634 3.852
C 3.448 4.414 2.991
C 3.333 3.485 1.966
C 1.587 2.551 -1.022
C 0.828 1.987 -2.042
C 0.619 2.666 -3.230
C 1.147 3.938 -3.404
C 1.880 4.524 -2.382
C 2.101 3.830 -1.199
C 3.515 0.830 0.202
C 4.206 0.316 1.300
C 5.418 -0.336 1.137
C 5.956 -0.494 -0.135
C 5.275 0.006 -1.235
C 4.064 0.667 -1.066
H 0.185 2.403 2.544
H 0.363 4.077 4.357
H 2.469 5.360 4.653
H 4.374 4.964 3.123
H 4.174 3.309 1.303
H 0.364 1.023 -1.870
H 0.007 2.219 -4.004
H 0.965 4.482 -4.324
H 2.272 5.528 -2.500
H 2.663 4.303 -0.402
H 3.772 0.417 2.289
H 5.940 -0.732 2.001
H 6.899 -1.013 -0.267
H 5.682 -0.124 -2.231
H 3.534 1.051 -1.930
F -2.248 -0.784 3.498
C -2.145 0.515 2.968
F -3.417 1.026 3.228
F -1.376 1.166 3.929
C -2.143 4.164 1.465
C -2.442 3.442 0.141
C -2.693 4.482 -0.964
O -1.425 2.601 -0.225
H -2.960 4.828 1.774
H -1.225 4.751 1.354
H -1.985 3.425 2.254
H -3.405 2.903 0.289
H -1.789 5.083 -1.100
H -3.535 5.147 -0.731
H -2.900 3.964 -1.903
F -6.624 -1.923 -2.135
C -5.487 -1.413 -1.555
C -5.509 -1.074 -0.221
C -4.340 -0.564 0.349
C -3.144 -0.385 -0.362
C -3.213 -0.731 -1.719
C -4.357 -1.247 -2.327
H -6.418 -1.204 0.355
H -4.377 -0.297 1.402
H -2.332 -0.613 -2.343
H -4.376 -1.520 -3.376
*
```



(9)
Below is the ion C3H5N4OS with charge +1 at a distorted geometry, with properties calculated with ωB97M-V/def2-TZVPD.

Output
**Highest occupied orbital energy (spin up / spin down)**: -11.28 / -12.91 eV
**Molar mass**: 145.17 g/mol
**⟨S²⟩**: 2.021
**Gap between HOMO and LUMO (spin up / spin down)**: 5.0419 / 4.3797 eV

The geometry in ORCA input format:
```
! wB97M-V def2-TZVPD RIJCOSX def2/J DEFGRID3
* xyz 1 3
C -0.165 -0.960 0.140
C -0.019 0.502 0.097
C -2.417 -0.210 -0.373
N -1.418 -1.254 -0.135
N 1.110 1.153 0.269
N 2.225 0.490 0.564
N 3.093 0.226 -0.478
O 3.898 -0.623 -0.311
S -1.455 1.342 -0.349
H -2.929 -0.200 -1.242
H -3.174 0.049 0.378
H -1.675 -2.214 0.039
H 0.933 2.127 0.379
H 1.995 -0.427 1.022
*
```